22
Properties=species:S:1:pos:R:3:forces:R:3:nbo_charge:R:1 method="wB97M-V/def2-TZVPD" spin_multiplicity=3 s_squared=2.007 gap_ev="5.807 / 7.891" max_force_ev_per_a=10.9 de_lowest_ev=1.1009 total_charge=0
C 1.05070 -2.57824 -0.20686 -2.3 -2.4 0.2 -0.63
C 1.31497 2.60418 0.42615 0.1 0.0 -5.4 -0.66
C -0.01194 -1.54203 0.26465 0.6 0.0 -2.4 -0.25
C 0.09413 1.97808 -0.18306 4.4 8.2 2.6 -0.01
N -4.96283 -0.36347 0.56172 -3.0 -0.9 1.4 0.09
N 0.62392 -0.29366 -0.09481 -2.3 2.4 -0.3 -0.22
N -0.17165 0.75338 -0.41005 -3.2 -10.2 -2.0 -0.40
N -3.78287 -0.30068 0.49118 2.8 0.2 -0.8 0.06
O -3.17935 0.36594 -0.60225 0.4 0.0 1.1 -0.62
O -5.87033 0.21316 -0.29734 0.6 0.3 -0.3 -0.54
H 1.80387 -2.14153 -0.79701 0.3 0.9 -1.5 0.22
H 1.67637 -2.91253 0.59024 -0.1 -0.8 1.0 0.21
H 0.58143 -3.50362 -0.76967 1.0 1.9 1.3 0.23
H 0.98727 3.08628 1.24331 -0.4 2.3 3.0 0.22
H 1.99646 1.87649 0.61136 2.3 -2.1 1.2 0.18
H 1.87739 3.27940 -0.38656 -1.2 -0.8 1.8 0.20
H -0.90253 -1.51295 -0.34986 -0.3 -0.7 -0.1 0.22
H -0.32149 -1.47758 1.29451 0.1 -0.5 0.5 0.21
H -0.48350 2.77864 -0.49538 -2.1 0.5 -1.1 0.17
H -2.22126 0.35228 -0.27449 -0.9 0.3 -1.0 0.51
H 1.34120 -0.18816 0.54538 2.5 1.3 1.2 0.34
H -5.45742 0.99288 -0.68681 0.3 0.2 -0.5 0.47



22
Properties=species:S:1:pos:R:3:forces:R:3:nbo_charge:R:1 method="wB97M-V/def2-TZVPD" gap_ev=8.736 max_force_ev_per_a=3.9 de_lowest_ev=1.7930 total_charge=+2
C -1.62085 0.14498 1.95046 -0.2 -0.1 2.5 0.28
C 0.50324 0.97041 0.74890 -1.6 1.9 1.8 0.52
C 1.04212 -0.19384 0.07720 0.1 -0.4 -3.9 0.00
C -0.02808 -0.37677 -1.80009 1.2 0.7 3.1 0.51
N -1.84596 -0.90822 1.36448 -1.3 -1.6 -1.4 -0.64
N -0.57757 1.03864 1.59277 0.8 0.9 -0.7 -0.57
N 1.26523 2.03897 0.50544 2.9 -1.8 -0.7 -0.69
N 1.02526 -1.43616 0.52227 -0.8 -1.7 2.5 -0.77
N -0.09671 0.58672 -2.65339 1.0 1.7 -0.9 -0.76
N -0.48752 -1.57161 -1.85181 -0.1 -1.4 0.3 -0.75
H -2.00797 0.53872 2.95691 -0.3 -0.6 -1.6 0.21
H 1.94705 0.13722 -0.44572 -0.2 -0.6 0.2 0.24
H -2.70714 -1.46265 1.59785 1.3 0.8 0.3 0.42
H -0.95509 1.87409 2.08761 1.9 0.3 -1.0 0.46
H 2.33810 1.90891 0.30621 -2.9 0.1 0.2 0.45
H 1.14552 2.91875 0.90133 -0.9 1.8 1.0 0.44
H 1.82383 -2.04516 0.52793 0.6 0.2 -0.6 0.44
H 0.48828 -1.63918 1.36890 -0.2 0.1 -0.6 0.43
H -0.44128 0.32050 -3.56188 -0.2 0.5 -0.6 0.43
H 0.45461 1.50259 -2.60153 -1.2 -2.0 0.1 0.45
H -0.95504 -2.16442 -2.53275 0.0 1.0 -0.8 0.45
H -0.31002 -2.18250 -1.06109 0.3 0.4 0.8 0.43



18
Properties=species:S:1:pos:R:3:forces:R:3:nbo_charge:R:1 method="wB97M-V/def2-TZVPD" gap_ev=9.660 max_force_ev_per_a=8.4 de_lowest_ev=4.9043 total_charge=+1
C 1.49285 0.10455 -1.41325 1.1 0.1 -0.3 -0.42
C -0.83966 1.03495 -1.29469 0.0 0.9 -2.8 -0.42
C 0.60793 0.95351 0.63439 -1.3 -1.9 -2.8 0.15
C -1.04537 -1.27575 1.80083 -1.8 0.9 2.0 -0.28
N 0.47245 0.80824 -0.71204 0.6 2.3 5.7 -0.28
O -0.32233 -1.00362 0.63592 5.6 -6.3 -0.3 -0.72
H 1.04069 -0.21240 -2.33541 0.5 -0.1 -0.6 0.24
H 2.34286 0.78608 -1.51333 0.0 -0.3 -0.6 0.25
H 1.85113 -0.76425 -0.85119 -0.2 0.1 -0.1 0.21
H -0.83100 0.28150 -2.11426 -0.7 0.7 0.4 0.23
H -1.62517 0.79602 -0.61725 -0.4 -0.2 0.6 0.23
H -1.06393 2.08651 -1.76950 1.0 -1.9 1.0 0.26
H 1.43903 0.49567 1.28407 -0.9 1.4 -1.6 0.25
H -0.33180 1.25646 1.13718 1.1 0.5 -0.2 0.22
H 0.64838 -1.78776 0.61898 -4.7 3.4 -0.1 0.50
H -0.68656 -1.77379 2.73858 0.4 -0.6 -1.6 0.22
H -2.11325 -1.50169 1.61351 0.8 -0.5 -0.2 0.21
H -1.03626 -0.28422 2.15744 -1.0 1.4 1.4 0.16



18
Properties=species:S:1:pos:R:3:forces:R:3:nbo_charge:R:1 method="wB97M-V/def2-TZVPD" gap_ev=11.447 max_force_ev_per_a=3.8 de_lowest_ev=1.3154 total_charge=+1 smiles=CC[C@@H]([NH3+])CO
C -1.13985 -0.94452 -0.30705 1.9 0.6 -0.6 -0.06
O -0.60321 -2.22541 -0.54280 0.4 -0.6 1.0 -0.77
C 0.14846 0.00361 -0.31382 -2.9 -0.6 0.0 -0.07
C -0.32044 1.39721 0.06850 1.4 1.4 -0.6 -0.44
C 0.82415 2.48140 0.19112 -2.6 0.9 0.5 -0.62
N 0.95965 -0.64938 0.76026 3.0 2.1 0.9 -0.70
H -1.83389 -0.66794 -1.06676 -0.5 0.4 -0.5 0.21
H -1.59834 -0.78142 0.68841 0.0 -0.7 -0.4 0.18
H -0.94500 -2.78365 -1.24785 -0.5 0.5 0.0 0.52
H 0.66374 -0.01826 -1.28314 0.1 -0.2 0.5 0.24
H -0.91069 1.77227 -0.80570 -0.3 -0.6 1.2 0.26
H -0.82204 1.39022 1.05515 -0.4 -0.2 -0.8 0.22
H 1.70296 2.02054 0.57580 1.2 0.1 -0.3 0.19
H 0.85163 3.13601 -0.71378 0.8 -1.0 0.6 0.25
H 0.47948 3.18656 0.99432 0.4 -0.6 -0.6 0.24
H 0.64496 -0.33626 1.70305 -0.2 -0.6 -0.7 0.44
H 1.96085 -0.23552 0.74436 -1.7 -1.2 -0.2 0.45
H 0.97739 -1.67663 0.68456 -0.1 0.2 -0.2 0.48



18
Properties=species:S:1:pos:R:3:forces:R:3:nbo_charge:R:1 method="wB97M-V/def2-TZVPD" gap_ev=3.438 max_force_ev_per_a=5.0 de_lowest_ev=8.6924 total_charge=+1
C 2.82807 1.10053 0.72911 -0.3 0.2 0.1 -0.09
O -0.97074 -0.89136 1.02262 1.7 2.0 -1.8 -0.61
C 1.54182 0.70362 0.41805 -0.4 -1.2 1.8 -0.15
C 1.27779 -0.54275 -0.27185 0.7 4.5 -2.1 -0.30
C 0.60568 -0.06285 -1.71377 -0.2 -4.0 0.3 -0.53
N -3.88508 0.01300 0.56221 1.4 -2.5 2.0 -0.94
H 3.77694 0.67712 0.33029 -1.0 0.1 0.4 0.23
H 2.87559 1.95908 1.38680 0.5 0.2 -0.2 0.23
H -1.14612 -1.65160 1.54018 0.0 -1.9 1.1 0.47
H 0.66841 1.22603 0.92579 1.2 -0.4 -1.1 0.26
H 2.17852 -1.07161 -0.44506 0.5 -1.2 0.1 0.24
H 0.38229 -1.06253 0.23869 -2.6 -0.7 1.0 0.33
H -0.23054 0.56949 -1.58198 -0.7 0.7 0.2 0.23
H 1.39088 0.37066 -2.32378 0.2 0.1 0.3 0.25
H 0.28273 -1.06441 -2.15980 0.2 1.6 0.3 0.24
H -4.52072 -0.73270 0.69578 -0.9 -0.3 0.0 0.38
H -2.93840 -0.30473 0.61423 0.3 0.3 -0.5 0.38
H -4.11710 0.76503 0.03247 -0.7 2.4 -1.7 0.38



18
Properties=species:S:1:pos:R:3:forces:R:3:nbo_charge:R:1 method="wB97M-V/def2-TZVPD" gap_ev=5.201 max_force_ev_per_a=3.6 de_lowest_ev=4.0477 total_charge=+1
C -1.94518 0.27600 1.10266 0.2 -1.2 -1.0 -0.73
C -1.15349 0.85266 -0.05100 -1.2 3.3 0.8 0.16
C 0.22933 1.18217 0.09478 0.0 -0.1 -0.7 -0.36
C 1.01107 1.94983 -0.77012 -1.8 -0.5 1.1 0.04
N 1.64640 -1.93809 0.80595 0.1 -1.0 0.2 -1.14
H -2.70215 -0.51802 0.81072 0.8 1.0 0.0 0.30
H -2.52469 1.01154 1.68200 0.1 0.4 -0.7 0.31
H -1.76181 1.42168 -0.85552 1.1 -1.5 0.8 0.25
H -1.25736 -0.15467 1.80843 0.3 -0.4 0.3 0.26
H 0.71360 0.80382 0.97226 0.2 -0.4 0.4 0.27
H 2.00581 2.24843 -0.47737 0.2 -0.1 0.0 0.24
H 0.60230 2.37898 -1.66660 -0.1 -0.1 -0.5 0.22
H 1.64452 -2.95136 1.12920 -0.1 1.9 -0.8 0.38
H 1.27158 -1.86162 -0.15636 0.7 -0.5 0.9 0.39
H 2.62563 -1.62525 0.82865 -0.6 -0.3 -0.2 0.36
H -0.18666 -1.36114 -2.51434 -0.3 0.3 0.1 0.50
H -0.34904 -0.47675 -1.13084 1.1 -2.3 -2.0 0.45
O 0.13013 -1.23823 -1.61251 -0.8 1.5 1.2 -0.92